one) Entry from the Open Molecules 2025 dataset: an isolated molecule of C19H27NO2 (ωB97M-V/def2-TZVPD).

Results
SMILES: O[C@@H](COc1ccc([C@@H]2C=CCC2)cc1)CN1CCCCC1
orbital gap: 0.3338 Eh
highest occupied orbital energy: -8.2 eV

The geometry in ORCA input format:
```
! wB97M-V def2-TZVPD RIJCOSX def2/J DEFGRID3
* xyz 0 1
O 2.709 2.343 1.693
C 1.965 1.715 0.679
C 1.260 2.803 -0.143
O 0.375 2.270 -1.098
C -0.844 1.796 -0.701
C -1.368 1.869 0.585
C -2.630 1.366 0.844
C -3.403 0.770 -0.145
C -2.877 0.719 -1.430
C -1.620 1.219 -1.704
H -1.216 1.182 -2.704
H -3.449 0.297 -2.241
C -4.775 0.252 0.210
C -4.790 -0.705 1.381
C -5.687 -1.661 1.220
C -6.416 -1.521 -0.083
H -7.407 -1.088 0.090
H -6.555 -2.475 -0.593
C -5.514 -0.559 -0.869
H -4.791 -1.150 -1.432
H -6.068 0.071 -1.562
H -5.919 -2.445 1.921
H -4.150 -0.570 2.235
H -5.387 1.124 0.490
H -3.022 1.452 1.847
H -0.811 2.319 1.392
H 0.759 3.502 0.536
H 2.005 3.361 -0.717
C 2.887 0.861 -0.206
N 3.682 -0.005 0.651
C 3.030 -1.258 1.000
C 3.034 -2.290 -0.134
C 4.464 -2.541 -0.606
C 5.116 -1.216 -0.993
C 5.038 -0.247 0.191
H 5.495 0.712 -0.067
H 5.593 -0.670 1.036
H 6.159 -1.369 -1.273
H 4.593 -0.785 -1.850
H 4.467 -3.229 -1.455
H 5.037 -3.001 0.203
H 2.580 -3.216 0.220
H 2.434 -1.921 -0.969
H 2.005 -1.044 1.309
H 3.566 -1.670 1.862
H 3.562 1.535 -0.740
H 2.280 0.325 -0.945
H 1.199 1.063 1.132
H 3.402 1.710 1.938
*
```

two) Entry from the Open Molecules 2025 dataset: an isolated molecule of C19H27NO2 (ωB97M-V/def2-TZVPD).

Results
SMILES: O=C(OCCCN1CCCC1)C1(c2ccccc2)CCCC1
orbital gap: 0.3320 Eh
highest occupied orbital energy: -8.1 eV

The geometry in ORCA input format:
```
! wB97M-V def2-TZVPD RIJCOSX def2/J DEFGRID3
* xyz 0 1
O -0.560 -1.512 -1.215
C -1.132 -1.133 -0.226
O -0.770 -1.430 1.021
C 0.453 -2.140 1.223
C 1.393 -1.293 2.076
H 0.871 -0.968 2.977
C 1.874 -0.068 1.292
N 2.610 -0.472 0.122
C 2.541 0.434 -1.009
C 3.678 -0.046 -1.901
H 3.378 -0.964 -2.405
H 3.971 0.692 -2.645
C 4.779 -0.337 -0.883
H 5.315 0.582 -0.643
H 5.500 -1.069 -1.242
C 4.005 -0.835 0.346
H 4.397 -0.386 1.271
H 4.077 -1.924 0.444
H 2.698 1.487 -0.713
H 1.562 0.348 -1.482
H 2.473 0.579 1.960
H 1.003 0.508 0.970
H 2.246 -1.907 2.364
H 0.202 -3.077 1.728
H 0.912 -2.344 0.252
C -2.323 -0.167 -0.237
C -1.633 1.155 0.024
C -1.607 1.730 1.289
C -0.919 2.910 1.512
C -0.234 3.526 0.480
C -0.239 2.952 -0.780
C -0.929 1.775 -1.005
H -0.910 1.323 -1.985
H 0.303 3.418 -1.590
H 0.306 4.445 0.658
H -0.913 3.345 2.501
H -2.120 1.254 2.111
C -3.387 -0.575 0.790
C -4.214 -1.607 0.033
H -5.169 -1.816 0.513
C -4.375 -0.970 -1.346
H -4.586 -1.708 -2.119
H -5.202 -0.259 -1.324
C -3.051 -0.234 -1.597
H -3.231 0.767 -1.987
H -2.428 -0.772 -2.312
H -3.654 -2.541 -0.047
H -2.952 -0.971 1.705
H -4.009 0.290 1.030
*
```

It comes down to two), which is 0.0477 hartree more stable than the next structure.

one) Entry from the Open Molecules 2025 dataset: a cluster of 2 separate species, C6H7O3PS in total (ωB97M-V/def2-TZVPD).

Results
orbital gap: 0.1775 Eh
highest occupied orbital energy: 1.1 eV

The geometry in ORCA input format:
```
! wB97M-V def2-TZVPD RIJCOSX def2/J DEFGRID3
* xyz -2 1
C 1.861 -0.178 -0.381
C -0.937 -0.555 -0.953
C 2.300 0.502 0.507
C -1.402 -1.087 0.164
C 2.434 1.336 1.640
C -2.913 -0.942 0.482
O 0.345 1.679 -1.736
O 0.764 -0.424 -3.156
O -1.717 -0.002 -2.003
P 0.103 0.259 -2.067
S -0.501 -1.928 1.427
H 1.826 -0.812 -1.200
H 2.502 0.690 2.531
H 3.436 1.889 1.492
H 1.765 2.283 1.635
H -3.422 -0.463 -0.386
H -3.325 -1.936 0.719
H -3.120 -0.312 1.286
*
```

two) Entry from the Open Molecules 2025 dataset: the ion C6H7O3PS with charge -2 (ωB97M-V/def2-TZVPD).

Results
SMILES: Cc1cc(P(=O)([O-])[O-])c(C)s1
orbital gap: 0.1682 Eh
highest occupied orbital energy: 0.5 eV

The geometry in ORCA input format:
```
! wB97M-V def2-TZVPD RIJCOSX def2/J DEFGRID3
* xyz -2 1
C 1.341 -0.407 0.534
C 0.193 -0.081 1.686
C 0.848 -0.174 -0.730
C -0.877 0.373 1.080
C 1.605 -0.439 -1.966
C -2.153 0.705 1.767
O -0.897 -1.053 3.885
O 1.567 -0.364 4.073
O -0.186 1.391 3.822
P 0.204 -0.062 3.584
S -0.813 0.351 -0.775
H 2.265 -0.952 0.689
H 0.960 -0.114 -2.839
H 2.594 -0.014 -2.222
H 1.872 -1.524 -2.016
H -2.059 1.598 2.370
H -2.974 0.677 1.192
H -2.129 -0.071 2.588
*
```

It comes down to two), which is 0.1049 hartree more stable than the next structure.

one) Entry from the Open Molecules 2025 dataset: a cluster of 2 separate species, C7H6 in total (ωB97M-V/def2-TZVPD).

Results
orbital gap: 0.3352 Eh
highest occupied orbital energy: -9.6 eV

The geometry in ORCA input format:
```
! wB97M-V def2-TZVPD RIJCOSX def2/J DEFGRID3
* xyz 0 1
C 2.646 1.118 -0.763
C 0.490 0.062 2.942
C 1.777 0.284 -0.757
C 0.707 -0.157 1.794
C -1.864 -0.343 -0.663
C -0.638 0.237 -0.657
C 0.660 -0.476 -0.328
H 3.395 1.876 -0.890
H 0.418 0.369 3.989
H -2.824 0.053 -0.891
H -1.852 -1.382 -0.198
H -0.252 1.283 -1.004
H 0.671 -1.584 -0.415
*
```

two) Entry from the Open Molecules 2025 dataset: a structure of composition C7H6 (ωB97M-V/def2-TZVPD).

Results
orbital gap: 0.2920 Eh
highest occupied orbital energy: -8.4 eV

The geometry in ORCA input format:
```
! wB97M-V def2-TZVPD RIJCOSX def2/J DEFGRID3
* xyz 0 1
C -1.464 -1.085 -1.396
C -0.150 -1.482 -1.339
C -3.040 0.417 -0.791
C -1.720 0.099 -0.553
C 0.620 -0.780 -0.354
C 0.032 0.271 0.188
C 0.041 1.355 1.296
H -2.192 -1.290 -2.082
H 0.200 -2.485 -1.700
H 1.678 -0.928 -0.204
H -0.838 0.990 1.826
H -0.392 2.224 0.737
H 1.055 1.508 1.534
*
```

It comes down to two), which is 0.0163 hartree more stable than the next structure.